# 1
{"formula": "C3H8NO", "method": "ωB97M-V/def2-TZVPD", "total_energy_ev": -6777.4657, "charge": -1, "smiles": "CCNC[O-]", "spin_multiplicity": 1, "de_lowest_kcal_mol": 12.1, "lumo_ha": 0.1572, "homo_energy_ev": -2.23, "symbols": ["C", "N", "C", "O", "C", "H", "H", "H", "H", "H", "H", "H", "H"], "xyz": [[-0.743929, -0.448223, -0.220927], [0.082800, -0.246788, 0.931439], [1.578820, -0.533396, 0.825531], [2.318950, 0.488308, 1.214158], [-1.128077, 0.890735, -0.981465], [-1.711706, -0.914551, -0.016722], [-0.171234, -1.028546, -0.948698], [0.058077, 0.696191, 1.307387], [1.712130, -1.454451, 1.491973], [1.717991, -0.931026, -0.214471], [-1.793236, 1.433034, -0.314201], [-0.192382, 1.389344, -1.207867], [-1.728205, 0.659364, -1.866136]], "forces_ev_per_angstrom": [[-0.04, 1.59, -1.00], [-0.15, -0.11, 0.34], [-0.07, -0.51, 1.08], [-0.05, -0.01, -0.38], [0.01, -1.51, 0.81], [0.06, -0.53, 0.16], [-0.19, -0.44, 0.09], [-0.07, -0.03, -0.22], [0.06, 0.28, -0.37], [0.11, 0.19, -0.26], [0.24, 0.56, 0.08], [-0.15, 0.47, -0.12], [0.24, 0.05, -0.21]]}


# 2
{"formula": "C3H8NO", "method": "ωB97M-V/def2-TZVPD", "total_energy_ev": -6769.8321, "charge": 1, "spin_multiplicity": 1, "de_lowest_kcal_mol": 30.8, "lumo_ha": -0.1961, "homo_energy_ev": -14.85, "symbols": ["C", "C", "C", "N", "H", "H", "H", "H", "H", "H", "H", "H", "O"], "xyz": [[-0.600687, -0.172020, -1.179956], [-0.155051, -0.627123, -0.028139], [-0.131096, 2.183621, -0.875186], [-0.892837, 1.256324, -1.280493], [-0.523421, -0.626926, -2.147276], [-0.160092, -0.072989, 0.908226], [0.133447, -1.645396, 0.214200], [-0.409376, 3.224494, -0.781144], [0.842074, 1.846750, -0.533878], [-1.796749, 1.441118, -1.704994], [0.820894, -2.069680, 3.123836], [1.906333, -2.355795, 2.056526], [0.966562, -2.382378, 2.228278]], "forces_ev_per_angstrom": [[1.30, 0.99, 0.03], [-0.32, -0.65, 1.09], [0.58, -0.35, 0.60], [-0.71, -0.59, -0.30], [-0.45, -0.50, -0.17], [-0.12, 0.45, -0.36], [0.01, -0.05, -0.71], [-0.25, 0.01, -0.46], [0.03, 0.23, 0.13], [-0.14, 0.47, 0.10], [0.20, -0.07, 0.15], [0.37, -0.05, 0.25], [-0.50, 0.10, -0.35]]}


> Among the records above, which one has the lowest charge?

number 1


> Which of these has the lowest charge?

number 1


> Which of these has the lowest charge?

number 1